1.
Entry from OMol25: a 7-piece molecular cluster, C27H55F9N6O6SSi overall (wB97M-V/def2-TZVPD).

XYZ file:
```
105
Properties=species:S:1:pos:R:3:forces:R:3
C -2.366223 -3.531232 -6.954094 -2.7 -0.9 -0.7
C -1.265437 -3.323266 -6.564850 2.9 2.0 1.5
C 0.001795 -2.693400 -5.942338 -1.1 -0.9 -0.5
C -0.278697 -1.282015 -5.300554 0.9 -0.3 0.0
C 1.060457 -0.404795 -5.335234 -1.0 -0.6 0.4
Si 2.286621 -1.237608 -4.105520 -0.5 1.4 -0.5
C 1.627915 -0.851439 -2.354784 0.2 -0.1 0.6
C 1.928255 -1.985935 -1.280087 -0.1 0.8 -0.8
C 0.808860 -3.080563 -1.198257 2.2 -0.2 -1.5
F -0.093627 -3.007783 -2.236751 0.3 0.2 1.6
F 1.478685 -4.291516 -1.441037 -0.9 0.7 0.7
C 0.144692 -3.274151 0.203394 0.5 -2.5 -0.4
F 1.110576 -3.644614 1.096654 -0.7 0.9 -0.9
F -0.697444 -4.348376 0.107173 0.7 1.2 0.2
S -0.801344 -1.841630 0.936856 -2.7 0.2 2.3
F 0.517122 -1.112175 1.529611 -0.8 -0.4 -1.2
F -0.890239 -2.680551 2.357693 0.2 0.6 -1.2
F -2.203076 -2.588215 0.527001 1.2 1.3 -0.1
F -0.830226 -0.963990 -0.406116 0.5 -0.9 1.0
F -1.695165 -0.690631 1.647845 0.8 -0.7 -0.6
H -3.405605 -3.765375 -7.206180 1.2 0.2 0.1
H 0.757948 -2.542342 -6.756940 -0.6 -0.4 0.7
H 0.364789 -3.450435 -5.201147 0.0 0.8 -0.7
H -0.556454 -1.339245 -4.213837 0.0 -0.3 -1.0
H -1.126302 -0.792831 -5.809057 0.8 -0.4 0.2
H 1.479473 -0.320248 -6.367993 -0.4 0.0 0.7
H 0.745531 0.599606 -4.948960 0.6 -0.7 -0.5
H 3.616261 -0.600875 -4.221354 0.0 -0.2 -0.2
H 2.367270 -2.671303 -4.421059 0.1 -0.2 0.2
H 2.199547 0.047194 -2.000915 -0.7 -0.7 -0.4
H 0.548696 -0.588720 -2.442711 0.8 -0.2 0.3
H 2.156854 -1.503979 -0.302734 -0.5 -0.6 -0.5
H 2.883867 -2.465673 -1.614630 -1.0 0.1 0.6
C 3.106789 -1.500312 6.002542 -0.2 -0.2 -0.1
O 3.930927 -1.912889 6.800582 -0.1 -0.1 0.0
N 1.956346 -2.121928 5.674453 0.3 0.4 -0.1
C 1.024533 -1.566293 4.713848 -0.1 -0.2 0.1
C 1.638577 -3.390102 6.304489 0.3 0.0 0.2
H 3.248750 -0.545542 5.465754 -0.1 0.0 -0.1
H 0.062297 -1.408039 5.205043 0.0 0.0 -0.1
H 0.899260 -2.267800 3.888500 -0.1 0.1 0.0
H 1.387533 -0.615301 4.322982 0.1 -0.1 0.1
H 1.589709 -3.250596 7.385301 -0.1 -0.1 0.0
H 2.427786 -4.111215 6.081282 -0.1 0.0 0.1
H 0.684174 -3.765401 5.940667 0.0 0.1 0.0
C -2.148282 1.965218 -5.803468 -0.1 0.2 0.0
O -1.470295 1.092499 -5.284278 -0.4 1.0 0.2
N -2.411277 3.172127 -5.259981 0.1 -0.2 -0.3
C -3.226504 4.160342 -5.936081 0.5 0.4 0.2
C -1.859128 3.487046 -3.956235 0.1 -0.3 -0.1
H -2.613540 1.826567 -6.791781 0.0 0.1 0.0
H -2.633276 5.066792 -6.092950 -0.1 0.0 0.0
H -4.091528 4.395354 -5.315415 0.0 0.1 -0.2
H -3.569153 3.788300 -6.896225 0.0 0.0 0.1
H -0.769639 3.424494 -4.000294 0.0 0.0 0.2
H -2.219450 2.759161 -3.226035 0.1 0.1 0.1
H -2.156041 4.489223 -3.651232 0.0 0.0 -0.1
C -2.390224 -1.392549 7.636277 -0.1 0.0 0.0
O -1.291311 -1.864545 7.409838 -0.1 0.1 -0.2
N -3.296914 -1.037427 6.696186 0.1 0.0 0.4
C -4.589533 -0.480629 7.042653 0.1 -0.1 -0.3
C -2.963003 -1.220685 5.294234 0.2 -0.1 0.2
H -2.742780 -1.212652 8.665537 -0.1 0.0 0.0
H -5.377460 -1.127283 6.649617 -0.1 0.1 0.1
H -4.683847 0.513870 6.600390 -0.2 0.0 0.1
H -4.700107 -0.401508 8.123545 0.1 0.0 0.0
H -2.755974 -2.276274 5.106946 0.0 0.1 -0.1
H -2.066926 -0.643825 5.058196 -0.1 0.0 -0.1
H -3.786128 -0.891790 4.662269 0.0 0.0 0.1
C 5.275062 0.218682 -1.590149 0.1 0.0 0.1
O 4.617361 -0.706185 -2.031083 0.3 0.0 0.5
N 5.763324 0.298055 -0.331616 -0.1 0.2 -0.3
C 6.540937 1.433573 0.125256 -0.1 -0.2 0.1
C 5.499149 -0.791338 0.591827 -0.1 -0.1 -0.3
H 5.531172 1.094646 -2.209321 0.0 0.0 0.0
H 7.528278 1.089948 0.441885 0.0 0.2 0.0
H 6.032524 1.901639 0.971270 0.1 0.1 0.0
H 6.657976 2.168234 -0.670515 0.0 -0.1 0.0
H 5.908050 -1.717633 0.183849 -0.1 0.0 0.1
H 4.420181 -0.910616 0.710467 0.1 -0.1 0.1
H 5.952904 -0.586198 1.559872 0.0 0.1 -0.1
C 5.336245 3.285485 6.507146 -0.1 -0.1 0.1
O 5.163499 4.489574 6.463459 -0.1 -0.1 0.1
N 4.819885 2.455319 7.441129 0.3 0.1 -0.4
C 5.069606 1.024390 7.428798 -0.2 0.3 0.2
C 3.988298 3.014768 8.490452 0.1 0.2 -0.2
H 5.951984 2.760166 5.756956 0.0 -0.1 0.0
H 4.120233 0.497643 7.346334 0.2 -0.2 0.1
H 5.562478 0.740385 8.361008 0.0 -0.2 -0.1
H 5.705841 0.745693 6.589620 0.0 0.1 0.0
H 3.126482 3.512535 8.041440 0.0 0.0 0.1
H 4.563197 3.754555 9.050996 -0.1 0.0 0.1
H 3.648020 2.229090 9.162997 0.1 0.0 -0.1
C -6.440651 2.171054 -6.086699 -0.1 -0.1 0.0
O -5.269881 2.484510 -6.209204 -0.6 -0.2 -0.2
N -7.464227 2.689175 -6.801952 0.1 -0.2 0.3
C -8.836981 2.267793 -6.602455 0.1 0.2 -0.2
C -7.176903 3.701205 -7.802901 0.3 -0.1 0.1
H -6.764568 1.412404 -5.355358 0.0 0.0 0.0
H -9.226607 1.855786 -7.536078 -0.1 0.0 0.1
H -9.439563 3.130280 -6.308523 -0.1 -0.1 0.0
H -8.899686 1.507882 -5.824495 0.1 0.0 0.0
H -6.488484 3.290484 -8.544076 0.0 0.1 0.0
H -6.700128 4.558270 -7.323137 0.0 0.0 -0.1
H -8.094740 4.020450 -8.293445 0.0 -0.1 0.1
```
Forces are in eV/Å.

## Properties
SMILES string: C#CCCC[SiH2]CCC(F)(F)C(F)(F)S(F)(F)(F)(F)F.CN(C)C=O.CN(C)C=O.CN(C)C=O.CN(C)C=O.CN(C)C=O.CN(C)C=O
Multiplicity: 1
Total charge: 0
LUMO, eV: -0.21
HOMO, eV: -8.879
HOMO-LUMO gap, eV: 8.668

Löwdin population analysis, charges in e, atoms 1 to 4:
1. C 0.059
2. C -0.140
3. C -0.220
4. C -0.271

---

2.
Entry from OMol25: one molecule with the formula C4H9NO (wB97M-V/def2-TZVPD).

XYZ file:
```
15
Properties=species:S:1:pos:R:3:forces:R:3
C -2.227287 0.571565 -0.097817 0.0 0.0 0.0
C -1.188271 -0.472824 -0.485947 -0.1 -0.1 0.0
N 0.145353 0.101780 -0.596843 0.2 0.0 0.1
C 1.208148 -0.338272 0.074451 -0.1 0.1 -0.1
O 1.148875 -1.428294 0.780664 0.1 0.1 0.0
C 2.503020 0.251928 0.267454 0.0 0.3 -0.3
H -3.216601 0.109164 -0.020323 0.1 0.1 0.0
H -2.291423 1.371648 -0.844875 0.0 -0.1 0.1
H -1.980267 1.022038 0.868355 0.0 -0.1 -0.1
H -1.116340 -1.260795 0.267501 -0.1 0.1 -0.1
H -1.457763 -0.951350 -1.435132 0.0 0.1 0.1
H 0.280989 0.902054 -1.196479 0.0 -0.1 0.1
H 2.613550 1.332114 0.171976 0.0 -0.1 0.0
H 3.275510 -0.299737 -0.273242 -0.1 0.0 0.1
H 2.160611 -0.914778 1.200239 -0.1 -0.3 0.1
```
Forces are in eV/Å.

## Properties
SMILES string: C=C(O)NCC
Multiplicity: 1
Total charge: 0
LUMO, eV: 0.84
HOMO, eV: -8.065
HOMO-LUMO gap, eV: 8.908

natural (NBO) population analysis, charges in e, atoms 1 to 4:
1. C -0.616
2. C -0.224
3. N -0.570
4. C 0.632

---

3.
Entry from OMol25: C22H26MnN6O4S2 as an isolated structure (wB97M-V/def2-TZVPD).

XYZ file:
```
61
Properties=species:S:1:pos:R:3:forces:R:3
Mn 0.997133 -0.070417 0.351918 0.6 -0.8 0.4
C 2.736085 2.449058 -1.104909 0.0 0.0 0.0
C 1.759514 1.809622 -2.032836 0.0 0.0 0.0
C 1.479686 2.390009 -3.269455 0.0 0.0 0.0
C 0.549431 1.815188 -4.107324 0.0 0.0 0.0
C -0.077090 0.643135 -3.715331 0.0 0.1 0.0
C 0.255108 0.107189 -2.485567 0.1 0.0 -0.1
N 1.146283 0.681323 -1.652924 -0.3 0.3 -0.1
C -0.338005 -1.146677 -1.986345 0.0 -0.2 0.1
C -1.166956 -1.991789 -2.712465 0.1 0.1 0.0
C -1.680849 -3.105974 -2.081946 -0.1 -0.1 -0.1
C -1.362368 -3.372880 -0.761188 0.0 0.0 0.1
C -0.511614 -2.503290 -0.101514 0.1 0.1 -0.2
N -0.013420 -1.429871 -0.725385 -0.1 0.3 0.3
C -0.051375 -2.636965 1.294308 0.0 -0.1 0.0
C -0.556887 -3.587912 2.162757 0.1 0.0 0.0
C -0.059405 -3.622772 3.455468 0.0 0.0 0.0
C 0.912551 -2.716963 3.823391 0.1 0.0 0.0
C 1.372127 -1.775163 2.904019 0.0 -0.1 0.0
C 2.376766 -0.748854 3.307434 0.1 0.1 0.0
N 0.895020 -1.751512 1.653736 -0.1 0.0 0.3
H 3.349758 3.171658 -1.641078 0.0 0.0 0.0
H 3.372592 1.702981 -0.631756 0.0 0.0 0.0
H 2.197464 2.943135 -0.296739 0.0 0.0 0.0
H 1.992388 3.300987 -3.545992 0.0 0.0 0.0
H 0.308412 2.271205 -5.058953 0.0 0.0 0.0
H -0.821204 0.178411 -4.344071 0.0 0.0 0.0
H -1.435963 -1.768145 -3.733494 0.0 0.0 0.0
H -2.351665 -3.764519 -2.617831 0.0 0.0 0.0
H -1.772336 -4.238793 -0.262794 0.0 0.0 0.0
H -1.329397 -4.273193 1.847359 0.0 0.0 0.0
H -0.433816 -4.347380 4.166761 0.0 0.0 0.0
H 1.318942 -2.711800 4.825481 0.0 0.0 0.0
H 2.924466 -1.076057 4.190289 0.0 0.0 0.0
H 1.868888 0.192918 3.520983 0.0 0.0 0.0
H 3.072091 -0.536119 2.498259 0.0 0.0 0.0
C 4.604369 -2.678533 -1.249341 0.1 -0.1 0.0
C 3.713589 -1.719920 -0.621132 0.1 0.1 0.1
N 3.013177 -0.969011 -0.116099 -0.5 0.2 -0.1
H 4.890405 -3.439028 -0.524734 0.0 0.0 0.0
H 5.497173 -2.173444 -1.613227 0.0 0.0 0.0
H 4.096793 -3.155524 -2.086235 0.0 0.0 0.0
O -0.113995 2.819491 2.692052 -0.3 -0.4 0.3
S 0.107685 1.903529 1.602570 0.4 0.4 -0.2
O -0.475610 0.508930 1.771637 -0.2 0.1 -0.2
O 1.587957 1.553943 1.472810 0.0 -0.3 -0.3
O -0.357890 2.394406 0.303622 -0.1 0.4 -0.2
C -3.312366 3.889199 -0.277867 0.1 0.0 -0.1
N -3.721997 2.569254 -0.756548 -0.1 0.1 0.0
C -3.454169 1.371254 -0.195038 0.0 0.0 0.0
S -3.331136 -0.001421 -1.195872 0.0 0.1 0.1
N -3.343888 1.243832 1.128926 0.3 0.0 -0.1
C -3.475318 2.264994 2.152917 -0.2 0.0 0.1
H -3.298174 4.551425 -1.142291 0.0 0.0 0.0
H -2.304996 3.859235 0.131725 0.0 0.0 0.1
H -4.013085 4.306121 0.443882 0.1 0.0 0.0
H -3.810264 2.477994 -1.753847 0.0 0.0 0.0
H -2.824364 0.419973 1.388014 0.0 0.0 0.1
H -4.367215 2.862109 1.967259 0.0 0.0 0.0
H -2.600907 2.909024 2.243261 0.0 0.0 0.0
H -3.628130 1.752392 3.101291 0.1 0.0 0.0
```
Forces are in eV/Å.

## Properties
Multiplicity: 2
Total charge: 0
LUMO (alpha / beta), eV: -0.24 / -0.19
⟨S²⟩: 1.055
HOMO (alpha / beta), eV: -7.181 / -7.180
HOMO-LUMO gap (alpha / beta), eV: 6.938 / 6.994

natural (NBO) population analysis, charges in e, atoms 1 to 4:
1. Mn 1.063
2. C -0.661
3. C 0.299
4. C -0.239

---

4.
Entry from OMol25: a 2-piece molecular cluster, C2H6Br2Si overall (wB97M-V/def2-TZVPD).

XYZ file:
```
11
Properties=species:S:1:pos:R:3:forces:R:3
C 0.694730 -1.100314 0.374162 2.5 3.2 -2.0
C -0.634445 1.758893 -0.091521 1.3 0.9 2.0
Si -0.173034 0.102498 -0.809778 0.2 -0.1 0.6
Br 1.036339 2.925581 0.054907 0.5 -0.6 -0.2
Br -3.870269 0.638215 0.047547 1.2 -0.3 -0.3
H 0.425517 -2.078896 0.181010 0.2 -2.2 -0.7
H 1.854404 -0.793057 0.396911 -2.3 -1.2 -0.7
H 0.469660 -0.913165 1.351265 -1.2 0.7 2.7
H -0.949286 1.921019 0.979864 -0.1 -1.3 -1.3
H -1.142226 2.477753 -0.649437 -1.5 0.3 -1.2
H 0.296907 -0.143172 -2.283251 -0.8 0.5 1.3
```
Forces are in eV/Å.

## Properties
Multiplicity: 1
Total charge: 0
LUMO (alpha / beta), eV: -2.48 / -2.85
HOMO (alpha / beta), eV: -8.631 / -8.169
HOMO-LUMO gap (alpha / beta), eV: 6.151 / 5.318

natural (NBO) population analysis, charges in e, atoms 1 to 4:
1. C -1.132
2. C -0.938
3. Si 1.533
4. Br -0.056

---

5.
Entry from OMol25: a 5-piece molecular cluster, C3H15O5 overall (wB97M-V/def2-TZVPD).

XYZ file:
```
23
Properties=species:S:1:pos:R:3:forces:R:3
C -0.506886 0.958137 -1.150111 0.3 -1.5 0.5
O -0.842566 -0.490869 -1.209676 0.6 1.3 0.5
C 0.615117 1.265137 -0.101867 -0.8 0.8 -1.8
C 2.008283 1.244569 -0.725079 0.1 -0.9 0.2
H -0.215727 1.229784 -2.161641 0.4 0.0 -0.2
H -1.386179 1.561359 -0.960445 -0.5 -0.2 0.4
H 0.377820 2.298657 0.315706 0.4 -1.4 -0.1
H 0.601355 0.443078 0.603173 -0.4 0.4 0.7
H 2.151636 1.712946 -1.685660 -0.3 0.4 -0.4
H 2.630803 1.722367 -0.016211 1.1 0.6 0.7
H 2.398048 0.221489 -0.844205 -0.3 0.3 0.1
H -0.459314 -2.034151 1.445976 0.5 -1.4 0.1
H -0.719563 -0.870393 -0.259475 -0.3 0.6 -0.3
O -0.705300 -1.131546 1.391287 -0.3 0.9 -0.3
H -2.360369 -1.277576 1.303307 -0.2 0.2 -0.2
H -3.224920 -0.739271 0.163811 0.0 -0.4 0.5
O -3.316596 -1.257706 0.983341 0.1 0.3 -0.3
H -0.316211 -0.524024 2.842287 0.0 0.5 -0.5
H -0.182679 -0.636401 4.353421 0.0 0.1 0.3
O -0.079403 0.013739 3.656659 0.1 -0.3 0.2
H 1.466656 -1.743998 -3.203710 -0.2 0.2 0.3
H 0.584520 -0.952181 -2.169151 0.0 -0.1 0.1
O 1.481473 -1.013146 -2.571736 0.2 -0.4 -0.5
```
Forces are in eV/Å.

## Properties
Multiplicity: 1
Total charge: -1
LUMO, eV: 3.53
HOMO, eV: -5.354
HOMO-LUMO gap, eV: 8.884

natural (NBO) population analysis, charges in e, atoms 1 to 4:
1. C -0.061
2. O -0.828
3. C -0.445
4. C -0.614

---

The F_max results, record by record, are as follows: 3.8; 0.4; 1.1; 4.5; 2.1 eV/A.
The energy above the lowest of the compared OMol25 structures with the same formula, charge and spin results, record by record, are as follows: 35.55; 69.19; 2.17; 92.61; 15.07 kcal per mole.
The total energy results, record by record, are as follows: -3428.0622; -287.7222; -3430.8996; -5517.2186; -499.5408 hartree.